Entry from OMol25: a 6-piece molecular cluster, H12O5S2 overall (the ωB97M-V functional and the def2-TZVPD basis).

XYZ file:
```
19
Properties=species:S:1:pos:R:3:lowdin_charge:R:1
S 3.43353 0.24120 2.02176 0.2455
S 5.15441 -0.01239 0.86406 0.2222
H 3.64038 1.56308 2.00704 -0.2234
H 5.49993 -1.18399 1.41279 -0.2129
O -2.14568 3.79435 1.40867 -0.0576
H -2.88908 3.22672 1.17371 0.0339
H -1.40265 3.18785 1.31815 0.0233
O -1.06100 -2.13394 -2.19267 -0.0723
H -1.61412 -2.92512 -2.29144 0.0014
H -0.21609 -2.40877 -2.55816 0.0254
O 2.05495 3.22200 0.36727 -0.0704
H 1.49134 3.17969 -0.40947 0.0368
H 2.80203 2.64668 0.17017 0.0035
O -1.95220 -0.50998 2.58607 -0.0517
H -1.52022 -0.65062 3.43333 0.0338
H -1.92231 0.43466 2.42398 0.0169
O -3.13756 -3.74185 -3.53109 -0.0517
H -2.97805 -3.28003 -4.36406 0.0510
H -3.23761 -4.64954 -3.84011 0.0463
```

* SMILES: SS.O.O.O.O.O
* calculated total energy: -1179.72917 a.u.
* net charge: 0
* max |F|: 0.0110 hartree/bohr
* ΔE to the lowest compared entry with this formula, charge and spin: 30.2 kcal/mol
* E_HOMO: -0.32495 Eh

***

Entry from OMol25: C6H15N3 as an isolated structure (the ωB97M-V functional and the def2-TZVPD basis).

XYZ file:
```
24
Properties=species:S:1:pos:R:3:lowdin_charge:R:1
C -1.49835 0.22910 -0.20284 -0.4255
C -0.27347 -0.24673 0.58410 -0.1567
C 1.21532 1.67473 0.07652 -0.0379
C -1.40169 -0.13735 -1.68586 -0.0721
C -2.75941 -0.36518 0.43415 -0.0791
N 1.02089 0.21780 0.03877 -0.1939
C 2.19044 -0.53002 0.65075 -0.5932
N 2.58089 -1.15407 -0.46752 0.0590
N 2.45733 -0.38741 1.88790 0.1107
H -1.56885 1.31852 -0.11695 0.1236
H 1.53938 -0.45481 -0.93049 0.1636
H 3.37203 -1.78464 -0.46162 0.0597
H 3.26430 -0.94054 2.16455 0.0378
H -0.23606 -1.33904 0.56763 0.1354
H -0.33434 0.06329 1.63144 0.1268
H 1.18047 2.02952 1.10872 0.0927
H 2.19308 1.90385 -0.34539 0.0964
H 0.44802 2.16996 -0.51600 0.0801
H -2.29888 0.17839 -2.22230 0.0783
H -2.83886 -0.09836 1.49056 0.0785
H -1.29975 -1.21937 -1.80941 0.0861
H -0.54255 0.33292 -2.16737 0.0693
H -2.75327 -1.45658 0.36293 0.0828
H -3.65667 -0.00402 -0.07227 0.0777
```

* calculated total energy: -401.81935 a.u.
* net charge: 0
* max |F|: 0.0050 hartree/bohr
* ΔE to the lowest compared entry with this formula, charge and spin: 42.6 kcal/mol
* E_HOMO: -0.31069 Eh

***

Entry from OMol25: a 19-piece molecular cluster, C94H218N8O19 overall at a distorted geometry (the ωB97M-V functional and the def2-TZVPD basis).

XYZ file:
```
339
Properties=species:S:1:pos:R:3:lowdin_charge:R:1
C -1.06407 0.99758 0.74789 -0.0207
C -0.61402 -0.47557 0.42167 -0.4036
C -1.64308 -0.94331 -0.70439 -0.1055
C -1.25231 -2.26732 -1.36237 -0.1793
C 0.15254 -2.12909 -1.93984 -0.1185
C 1.25596 -1.66510 -0.91996 -0.4589
N 0.72943 -0.49858 -0.17234 -0.0674
O 1.64632 -0.01063 0.78498 -0.0298
C 1.68791 -2.85116 -0.10624 -0.0030
C 2.35059 -1.13634 -1.85215 -0.0295
C -0.83871 -1.36661 1.71873 0.0011
H -0.85433 1.64979 -0.09988 0.0656
H -0.55016 1.27885 1.66708 0.0554
H -2.10058 1.12333 1.06087 0.0792
H -2.59382 -1.14667 -0.21160 0.0937
H -1.87093 -0.18038 -1.44877 0.1020
H -1.90895 -2.46166 -2.21040 0.1006
H -1.30433 -3.13812 -0.70883 0.0894
H 0.14243 -1.41728 -2.76527 0.1020
H 0.38149 -3.07379 -2.43302 0.1044
H 2.46582 -3.41941 -0.61616 0.0682
H 2.09964 -2.43386 0.81270 0.0773
H 0.86591 -3.52066 0.14713 0.0785
H 2.02909 -0.36010 -2.54654 0.0686
H 3.17417 -0.76925 -1.23972 0.0705
H 2.83015 -1.91789 -2.44147 0.0736
H -0.38029 -2.34155 1.55305 0.0542
H -1.85941 -1.68890 1.92468 0.0648
H -0.36104 -1.00943 2.63107 0.0682
H 1.95941 0.77737 0.33484 0.0703
C -0.48627 -9.09239 4.78878 -0.0398
C -0.98119 -7.74826 5.44323 -0.3957
C 0.06095 -7.56762 6.63325 -0.1514
C -0.00999 -6.24173 7.31584 -0.2378
C 0.14557 -5.12538 6.32256 -0.1314
C -0.81823 -5.20679 5.13366 -0.5022
N -0.75343 -6.54586 4.54624 -0.0897
O -1.53552 -6.67053 3.38340 -0.0249
C -2.25440 -4.74000 5.49319 -0.0198
C -0.38674 -4.18708 4.06749 -0.0357
C -2.49177 -7.93543 5.94705 -0.0105
H 0.47176 -8.89085 4.30955 0.0561
H -1.18565 -9.50338 4.06072 0.0775
H -0.20582 -9.81598 5.55420 0.0786
H 0.16619 -8.25772 7.47037 0.1211
H 1.05128 -7.52401 6.18000 0.1095
H 0.79827 -6.14672 8.04096 0.1156
H -0.90394 -6.13263 7.92989 0.1066
H 1.16694 -5.27548 5.97277 0.1249
H -0.06979 -4.25507 6.94246 0.1253
H -2.25605 -3.70271 5.82805 0.0765
H -2.95517 -4.92146 4.67828 0.0822
H -2.51675 -5.35670 6.35283 0.0584
H -1.11826 -4.09415 3.26478 0.0677
H -0.29047 -3.17389 4.45770 0.0733
H 0.60690 -4.42632 3.68862 0.0818
H -2.55116 -7.40051 6.89491 0.0576
H -2.82148 -8.97392 5.91662 0.0729
H -3.18833 -7.37461 5.32386 0.0623
H -0.89961 -6.97610 2.73237 0.0614
C 5.86147 0.85983 -5.57827 -0.0370
C 4.44987 1.31026 -5.41810 -0.4905
C 4.33679 2.53966 -6.41643 -0.1305
C 2.92072 2.98828 -6.70206 -0.1730
C 2.20624 1.74994 -7.26519 -0.1428
C 2.19544 0.49554 -6.43452 -0.4643
N 3.52750 0.23735 -5.84522 -0.0756
O 3.48682 -0.86470 -4.99058 -0.0294
C 1.14964 0.64231 -5.30597 -0.0171
C 1.71776 -0.72916 -7.33329 -0.0069
C 4.09097 1.76874 -4.03781 -0.0081
H 6.58931 1.64258 -5.36464 0.0894
H 6.07196 0.44013 -6.56196 0.0957
H 6.14953 -0.00153 -4.97563 0.0643
H 4.85858 3.43955 -6.09079 0.1227
H 4.81107 2.28566 -7.36440 0.1183
H 2.95986 3.82508 -7.39944 0.1160
H 2.48520 3.39797 -5.79070 0.1006
H 2.58618 1.49105 -8.25349 0.1200
H 1.22400 2.17462 -7.47247 0.1198
H 1.44382 1.33788 -4.52001 0.0742
H 0.19739 0.94687 -5.74019 0.0687
H 0.94861 -0.36606 -4.94421 0.0697
H 1.81247 -1.66337 -6.77977 0.0610
H 0.70300 -0.60774 -7.71226 0.0712
H 2.42679 -0.82765 -8.15529 0.0826
H 3.99323 0.94876 -3.32634 0.0793
H 3.19033 2.37839 -4.11032 0.0579
H 4.96112 2.32174 -3.68408 0.0826
H 3.04013 -0.55568 -4.19901 0.0442
C -2.94482 11.13823 0.49373 -0.0248
C -3.32611 10.10695 1.67287 -0.4423
C -4.75097 10.28045 2.14973 -0.1634
C -5.26555 9.24051 3.17971 -0.1170
C -5.03373 7.81627 2.45686 -0.1206
C -3.58897 7.55664 2.02356 -0.4628
N -3.12770 8.71616 1.19678 -0.1266
O -1.91832 8.56787 0.57513 -0.0239
C -2.69816 7.16669 3.21897 -0.0320
C -3.53288 6.30257 1.06089 -0.0356
C -2.38379 10.50182 2.88867 -0.0345
H -2.94721 12.20183 0.73213 0.0749
H -3.61474 11.11302 -0.36573 0.0716
H -1.93985 11.00640 0.09280 0.0656
H -4.82988 11.27130 2.59702 0.1128
H -5.36137 10.24554 1.24734 0.1170
H -6.33564 9.30496 3.37679 0.1040
H -4.63849 9.23475 4.07126 0.0919
H -5.66824 7.75362 1.57278 0.1115
H -5.35470 6.95535 3.04328 0.1146
H -3.14856 7.62739 4.09818 0.0668
H -2.62940 6.11492 3.49677 0.0635
H -1.69527 7.57919 3.10877 0.0753
H -4.19930 6.41093 0.20517 0.0839
H -2.56100 6.07270 0.62417 0.0493
H -3.87279 5.40452 1.57669 0.0808
H -2.75476 11.33217 3.48951 0.0773
H -1.35101 10.63738 2.56758 0.0756
H -2.20995 9.78794 3.69381 0.0554
H -2.13219 8.41073 -0.34745 0.1123
C 1.98845 3.21412 -0.45017 -0.0048
C 1.39639 4.56137 -1.03617 -0.4009
C 0.07520 5.04264 -0.24472 -0.0720
C 0.37305 5.70718 1.17606 -0.1576
C 1.37341 6.84367 1.02961 -0.1332
C 2.68641 6.40814 0.27614 -0.4243
N 2.42810 5.65216 -0.94661 -0.1809
O 3.47539 5.38669 -1.71689 -0.0181
C 3.37757 7.73808 -0.22770 -0.0259
C 3.57718 5.54170 1.27923 -0.0035
C 1.10109 4.35560 -2.51357 -0.0408
H 1.21760 2.44603 -0.51288 0.0562
H 2.13885 3.32972 0.62320 0.0516
H 2.91551 2.84243 -0.88662 0.0726
H -0.51581 5.75780 -0.81687 0.1042
H -0.61930 4.21377 -0.10788 0.0913
H 0.70045 4.94181 1.87972 0.0963
H -0.54824 6.14524 1.56003 0.0720
H 1.56752 7.24140 2.02572 0.1206
H 0.89713 7.69405 0.54163 0.1064
H 3.63916 8.40666 0.59245 0.0773
H 4.35166 7.47118 -0.63762 0.0707
H 2.75191 8.36138 -0.86656 0.0828
H 4.36348 5.00898 0.74439 0.0645
H 4.04929 6.12459 2.07009 0.0806
H 2.95943 4.83288 1.83064 0.0463
H 0.18706 3.78247 -2.66905 0.0777
H 1.74019 3.58499 -2.94463 0.0517
H 0.95274 5.21535 -3.16696 0.0940
H 3.41457 6.06185 -2.39663 0.1239
C 2.84907 0.83967 5.83487 0.0083
C 3.02705 1.25764 4.30730 -0.4656
C 3.99915 2.40620 4.30440 -0.1554
C 5.52058 1.95103 4.51361 -0.1214
C 5.82702 1.00958 3.28698 -0.1100
C 4.88418 -0.25145 3.28289 -0.4699
N 3.47898 0.17001 3.45951 -0.1608
O 2.56511 -0.79784 3.38382 -0.0062
C 4.97045 -0.90469 1.90726 -0.0463
C 5.26311 -1.29324 4.38867 -0.0138
C 1.81703 1.96864 3.66137 -0.0352
H 1.86429 1.17856 6.15651 0.0597
H 3.55043 1.35711 6.48943 0.0692
H 2.89618 -0.23901 5.98433 0.0741
H 3.93814 3.06503 3.43819 0.1000
H 3.90546 3.07342 5.16122 0.1129
H 5.60229 1.38890 5.44389 0.0906
H 6.22388 2.78378 4.51369 0.1010
H 6.83563 0.60947 3.39046 0.1043
H 5.84365 1.49409 2.31072 0.1037
H 4.55138 -0.26110 1.13379 0.0757
H 6.00970 -1.15313 1.69198 0.0880
H 4.37286 -1.80135 1.74301 0.0662
H 4.63706 -2.18549 4.39681 0.0805
H 6.31799 -1.49750 4.20538 0.0782
H 5.14303 -0.80837 5.35747 0.0637
H 2.04439 2.23075 2.62808 0.0641
H 1.44516 2.85047 4.18309 0.0898
H 0.93342 1.33044 3.65494 0.0516
H 2.30901 -0.81488 2.45877 0.0530
C 5.40806 -5.56089 -4.43591 -0.0168
C 4.49164 -4.58608 -3.65287 -0.4456
C 4.11471 -5.27813 -2.24722 -0.1204
C 5.17439 -5.17154 -1.13444 -0.1735
C 5.63272 -3.70926 -0.96380 -0.1202
C 6.07427 -3.06326 -2.30420 -0.4615
N 5.09772 -3.24279 -3.37615 -0.1033
O 5.49873 -2.59679 -4.54595 -0.0345
C 6.18032 -1.51634 -2.06250 -0.0234
C 7.50247 -3.57592 -2.73530 -0.0125
C 3.14814 -4.43572 -4.33386 -0.0623
H 4.70166 -6.16056 -5.00993 0.0734
H 5.94921 -6.19947 -3.73771 0.0741
H 6.00258 -4.99328 -5.15177 0.0830
H 3.17510 -4.91041 -1.83489 0.0796
H 3.89732 -6.33239 -2.41864 0.1118
H 6.04163 -5.80885 -1.30713 0.0996
H 4.82395 -5.65339 -0.22170 0.1009
H 6.52757 -3.83790 -0.35488 0.1100
H 5.00333 -3.17072 -0.25532 0.0951
H 6.46880 -1.00113 -2.97871 0.0586
H 5.22166 -1.11419 -1.73482 0.0570
H 7.00456 -1.24870 -1.40138 0.0796
H 7.77265 -3.07839 -3.66674 0.0843
H 8.15964 -3.48596 -1.87035 0.0779
H 7.50807 -4.66200 -2.82743 0.0615
H 2.74568 -5.43343 -4.50908 0.0740
H 3.09191 -3.94717 -5.30661 0.0853
H 2.38769 -3.99361 -3.69016 0.0576
H 4.83419 -1.94113 -4.76977 0.0405
C -3.94558 -0.20311 7.61123 -0.0293
C -2.78385 0.82510 7.63704 -0.4777
C -1.51379 0.03783 7.17250 -0.1078
C -1.55412 -0.15960 5.62343 -0.1977
C -1.53129 1.19210 4.95259 -0.1131
C -2.90415 2.02174 5.37471 -0.4546
N -3.02690 2.06832 6.83131 -0.1235
O -4.13110 2.81567 7.16316 -0.0068
C -2.64205 3.39398 4.77994 -0.0636
C -4.14593 1.44169 4.63827 -0.0263
C -2.53347 1.21432 9.10769 -0.0432
H -3.72528 -0.86920 8.44543 0.0791
H -4.12894 -0.64675 6.63263 0.0635
H -4.84714 0.32150 7.92755 0.0814
H -0.60753 0.59996 7.39789 0.1109
H -1.53344 -0.94793 7.63724 0.1136
H -2.36774 -0.77768 5.24384 0.0984
H -0.64813 -0.68055 5.31376 0.0940
H -1.50808 1.08175 3.86843 0.0925
H -0.63883 1.69707 5.32221 0.0949
H -2.60241 3.47967 3.69404 0.0783
H -3.47673 4.04341 5.04390 0.0763
H -1.68938 3.79733 5.12321 0.0871
H -3.88026 1.52138 3.58414 0.0730
H -4.42961 0.41255 4.85844 0.0562
H -5.05441 1.97415 4.91978 0.0853
H -2.40550 0.29096 9.67259 0.0792
H -3.43315 1.64679 9.54545 0.0769
H -1.71072 1.92210 9.20888 0.0859
H -3.73592 3.68806 7.22942 0.1051
C -5.14846 -0.96050 1.83766 -0.0649
C -5.84648 -0.47273 0.60655 -0.3122
O -5.77266 0.94680 0.48834 -0.0758
H -5.31858 -1.96643 2.22139 0.0769
H -5.31667 -0.19636 2.59653 0.0668
H -4.09634 -1.15578 1.63026 0.0428
H -6.86182 -0.86370 0.54057 0.1180
H -5.41231 -0.88517 -0.30421 0.0811
H -6.60537 1.19759 0.08177 0.0852
C -6.09788 -5.05064 -5.29067 -0.0694
C -4.79914 -4.98115 -4.55018 -0.3119
O -4.01771 -3.92392 -5.08579 -0.1060
H -6.57806 -4.07805 -5.39836 0.0734
H -6.81347 -5.58275 -4.66386 0.0781
H -5.95180 -5.55585 -6.24541 0.0830
H -4.17218 -5.87100 -4.60672 0.1230
H -4.93694 -4.67253 -3.51392 0.0935
H -3.11847 -4.11533 -4.80949 0.0408
C -3.49156 -4.75677 0.71555 -0.0605
C -3.86849 -4.57994 -0.72998 -0.3053
O -3.80638 -5.86761 -1.31177 -0.0884
H -4.10496 -5.49570 1.23114 0.0921
H -3.65176 -3.82104 1.25113 0.0656
H -2.46089 -5.01812 0.95538 0.0707
H -3.28777 -3.89655 -1.34952 0.0959
H -4.88330 -4.18726 -0.79374 0.1096
H -4.61876 -6.31557 -1.06488 0.1036
C 7.36931 2.46949 -1.85264 -0.0550
C 6.22470 3.22512 -1.09506 -0.3429
O 6.31727 4.57596 -1.33305 -0.0738
H 7.41713 1.45267 -1.46290 0.0572
H 8.30393 2.92692 -1.52807 0.0728
H 7.26451 2.47312 -2.93758 0.0544
H 6.49448 3.11519 -0.04471 0.0980
H 5.23250 2.80275 -1.25400 0.0879
H 5.50592 5.05511 -1.14934 0.0397
C -3.54729 2.19832 -1.77323 -0.0841
C -3.84455 3.60020 -1.20915 -0.2611
O -5.27383 3.59712 -0.95060 -0.0976
H -4.21588 1.96076 -2.60066 0.0501
H -3.57169 1.34405 -1.09665 0.0518
H -2.54732 2.19343 -2.20698 0.0652
H -3.55267 4.45067 -1.82526 0.1113
H -3.37769 3.83566 -0.25276 0.0770
H -5.38945 2.79513 -0.43578 0.0242
C 2.33225 -7.33222 2.56345 -0.0627
C 1.69826 -6.44581 1.44660 -0.2996
O 0.32902 -6.62461 1.18063 -0.0856
H 2.00947 -7.03800 3.56212 0.0471
H 3.41093 -7.19037 2.63017 0.0685
H 2.10080 -8.38971 2.43604 0.0691
H 2.15365 -6.66239 0.48026 0.0973
H 2.02753 -5.42391 1.63481 0.0934
H 0.19385 -6.49132 0.23959 0.0377
C -6.65091 -0.22535 -2.85653 -0.0634
C -6.24134 -1.67349 -2.93771 -0.3056
O -5.09958 -1.72107 -3.75369 -0.0894
H -7.55029 -0.09851 -2.25392 0.0822
H -6.80720 0.21305 -3.84217 0.0872
H -5.81875 0.29867 -2.38641 0.0600
H -7.02592 -2.25728 -3.41909 0.1146
H -5.98561 -2.13962 -1.98617 0.0894
H -5.10764 -2.50173 -4.31234 0.0454
C -2.58595 -0.16358 -6.52123 -0.0522
C -2.62952 0.24365 -5.04614 -0.3669
O -3.84445 0.61209 -4.67409 -0.0824
H -3.24075 0.43741 -7.15222 0.0746
H -2.92733 -1.19476 -6.61195 0.0635
H -1.55842 0.00808 -6.84187 0.0525
H -2.16423 1.22260 -4.93093 0.1085
H -2.11737 -0.48096 -4.41311 0.1176
H -4.39464 -0.16168 -4.53205 0.0594
C 0.25186 -6.90476 -2.79303 -0.0897
C -1.11002 -6.77216 -2.23939 -0.2840
O -1.00940 -5.86270 -1.12233 -0.0854
H 0.92827 -7.21902 -1.99817 0.0750
H 0.71202 -5.99686 -3.18298 0.0552
H 0.37733 -7.66960 -3.55943 0.0931
H -1.50352 -7.75108 -1.96555 0.1276
H -1.65477 -6.33992 -3.07874 0.0965
H -1.89031 -5.60696 -0.83913 0.0238
C -0.92605 -3.09757 -6.89795 -0.0677
C -0.25016 -3.97538 -5.83053 -0.2750
O -1.19962 -4.29393 -4.80068 -0.0826
H -1.09839 -2.20619 -6.29476 0.0410
H -1.92621 -3.44373 -7.15862 0.0778
H -0.34384 -2.87027 -7.79095 0.0791
H 0.57792 -3.42120 -5.38865 0.0873
H 0.22003 -4.82253 -6.32989 0.1127
H -0.67180 -4.71728 -4.11967 0.0459
C -4.76392 3.81864 -7.04388 -0.0809
C -5.28394 3.54460 -5.63225 -0.3282
O -4.19853 3.41485 -4.76494 -0.0837
H -4.01289 4.60651 -7.10133 0.0717
H -5.63557 4.23149 -7.55170 0.0688
H -4.30706 2.90181 -7.41647 0.0618
H -5.87914 2.63184 -5.60537 0.1036
H -5.96259 4.33339 -5.30767 0.1104
H -3.80596 2.55323 -4.92331 0.0328
```

* calculated total energy: -5579.32667 a.u.
* net charge: 0
* max |F|: 0.1067 hartree/bohr
* ΔE to the lowest compared entry with this formula, charge and spin: 0.0 kcal/mol
* E_HOMO: -0.27626 Eh